A molecular structure, F5HN3OP2S. Source: the Open Molecules 2025 dataset; level of theory: ωB97M-V with the def2-TZVPD basis set.

Structure (ORCA input):
```
! wB97M-V def2-TZVPD RIJCOSX def2/J DEFGRID3
* xyz 1 1
N 1.829 -0.948 1.175
N 3.317 -0.176 -0.946
N -0.570 -0.441 -0.183
O 3.965 2.287 -1.036
F 1.880 1.597 0.084
F 0.204 0.628 2.203
F 4.054 -2.044 0.649
F 2.326 -2.494 -0.928
F 3.889 1.113 1.126
P 0.458 -0.227 0.911
P 2.815 -1.373 0.016
S 3.409 1.214 -0.367
H -1.448 0.046 -0.123
*
```

Output
M: 248.0 g mol⁻¹
frontier orbital gap: 11.50 eV
lowest unoccupied orbital energy: -4.9 eV
HOMO level: -16.419 eV
max |F|: 2.8 eV/Å